No. 1
A cluster of 2 separate species, CH2BrNO in total, computed with ωB97M-V/def2-TZVPD.

net charge = 0
structure (SMILES) = N#CBr.O
orbital gap = 11.323 eV
LUMO level = 0.3 eV
energy above the lowest of the compared OMol25 structures with the same formula, charge and spin = 33.57 kcal per mole

Geometry as XYZ:
```
6
CH2BrNO (ωB97M-V/def2-TZVPD)
N 2.1160 -1.8173 -0.1583
C 2.7547 -0.8714 -0.2015
Br 3.8302 0.5582 0.0397
O -0.5865 -0.9550 -0.2633
H -1.4751 -0.8486 0.1441
H -0.4319 -2.0026 -0.2133
```

***

No. 2
A structure of composition N5O15V, computed with ωB97M-V/def2-TZVPD.

net charge = -2
spin multiplicity = 3
orbital gap (spin up / spin down) = 8.397 / 8.414 eV
LUMO level (spin up / spin down) = 5.3 / 5.3 eV
⟨S²⟩ = 2.009
energy above the lowest of the compared OMol25 structures with the same formula, charge and spin = 0.00 kcal per mole

Geometry as XYZ:
```
21
N5O15V (ωB97M-V/def2-TZVPD)
V 0.3682 0.4090 0.0749
N 0.6853 -2.8458 0.7861
O 0.6690 -1.5685 0.8157
O 1.4952 -3.4163 1.5224
O -0.1012 -3.4440 0.0685
N 0.7538 0.8925 -2.5422
O 0.1974 1.6952 -1.7248
O 0.8431 1.0993 -3.7240
O 1.1395 -0.1728 -1.9761
N 2.5644 1.5425 1.0422
O 1.4644 2.1786 0.9125
O 2.5201 0.4261 0.4470
O 3.5205 1.9740 1.6262
N -2.4928 -1.0734 -0.9600
O -2.5932 -2.1922 -1.4383
O -3.4744 -0.4461 -0.5386
O -1.3338 -0.5611 -0.8269
N -1.5851 1.4114 1.6335
O -2.5188 1.7045 2.3433
O -1.4132 1.8470 0.4710
O -0.7084 0.5402 1.9875
```

***

No. 3
The molecule C4H9N3O, computed with ωB97M-V/def2-TZVPD.

net charge = 0
structure (SMILES) = CC(=O)/N=C\N(C)N
orbital gap = 9.658 eV
LUMO level = 0.8 eV
energy above the lowest of the compared OMol25 structures with the same formula, charge and spin = 95.59 kcal per mole

Geometry as XYZ:
```
17
C4H9N3O (ωB97M-V/def2-TZVPD)
C -2.4666 0.0033 -1.2349
C -1.1125 -0.5821 -0.8402
O -0.9272 -1.5740 -0.1191
N 0.1105 0.0196 -1.3602
C 1.1516 0.2931 -0.6601
N 1.1236 0.4500 0.7372
C -0.1038 0.4078 1.4749
N 2.3536 0.6991 1.3361
H -3.3539 -0.5655 -1.0323
H -2.4769 1.0702 -0.5997
H -2.6166 0.1358 -2.3593
H 2.1156 0.4155 -1.0577
H -0.2343 1.3092 2.3245
H -0.1907 -0.7023 1.8519
H -0.9826 0.5064 0.5707
H 2.8690 0.0164 1.8334
H 2.3625 1.4922 1.9921
```

***

No. 4
A structure of composition C44H38BaF4N10S2Te, computed with ωB97M-V/def2-TZVPD.

net charge = 0
orbital gap (spin up / spin down) = 3.432 / 3.431 eV
LUMO level (spin up / spin down) = -3.5 / -3.5 eV
energy above the lowest of the compared OMol25 structures with the same formula, charge and spin = 21.87 kcal per mole

Geometry as XYZ:
```
100
C44H38BaF4N10S2Te (ωB97M-V/def2-TZVPD)
Ba 1.0877 0.6098 -0.2122
C 0.7984 4.3408 1.8038
C -0.1938 3.5649 0.9634
C -1.1549 2.7515 1.5815
C -1.2441 2.6830 3.0886
C -2.0881 2.0449 0.8078
C -3.1507 1.2082 1.4770
C -2.0573 2.1679 -0.5883
C -3.1048 1.5046 -1.4509
C -1.0899 2.9711 -1.2057
C -1.0455 3.0587 -2.7145
C -0.1801 3.7002 -0.4316
C 0.7814 4.6572 -1.1018
H 0.3737 5.2960 2.1256
H 1.7101 4.5560 1.2515
H 1.0852 3.7904 2.6984
H -0.7712 1.7742 3.4716
H -2.2834 2.6585 3.4079
H -0.7816 3.5430 3.5649
H -4.0821 1.7764 1.5691
H -2.8423 0.8750 2.4622
H -3.3393 0.2972 0.9178
H -2.6630 0.7294 -2.0804
H -3.5717 2.2375 -2.1111
H -3.8882 1.0415 -0.8616
H -1.6866 3.8645 -3.0832
H -1.3907 2.1342 -3.1719
H -0.0368 3.2406 -3.0794
H 1.7306 4.1738 -1.3575
H 1.0032 5.5085 -0.4624
H 0.3597 5.0505 -2.0231
N 3.0478 -2.1193 -3.8110
C 2.8107 -1.4465 -2.6587
S 2.6459 0.2744 -2.7994
N 2.7444 -2.2241 -1.5967
N 2.4868 -1.6131 -0.4129
C 2.4396 -2.3761 0.6142
C 2.1532 -1.8542 1.9499
C 2.0632 -2.7395 3.0235
C 1.7577 -2.2571 4.2777
C 1.5599 -0.8934 4.4434
C 1.6856 -0.0816 3.3329
N 1.9852 -0.5329 2.1172
H 2.9562 -1.6260 -4.6795
H 2.9672 -3.1223 -3.8025
H 2.6140 -3.4449 0.5047
H 2.1923 -3.7976 2.8478
H 1.6617 -2.9315 5.1185
H 1.3101 -0.4683 5.4048
H 1.5557 0.9937 3.4186
C 4.5353 4.0758 0.3953
Te 3.7950 2.2312 1.2091
C 5.2329 1.3444 -0.1065
C 6.2648 2.4192 -0.3303
C 7.5394 2.1090 -0.7909
C 8.4721 3.1106 -1.0054
C 8.1364 4.4346 -0.7603
C 6.8672 4.7506 -0.3031
C 5.9270 3.7496 -0.0870
H 4.5342 4.8489 1.1607
H 3.8982 4.3959 -0.4292
H 4.7301 1.0627 -1.0334
H 5.6521 0.4525 0.3534
H 7.8002 1.0745 -0.9779
H 9.4636 2.8573 -1.3564
H 8.8637 5.2199 -0.9176
H 6.6027 5.7825 -0.1053
C -3.9086 -2.8933 5.1323
C -2.7708 -3.2334 4.2133
C -2.0432 -4.4094 4.3559
C -1.0020 -4.5909 3.4641
N -0.6872 -3.7203 2.5182
C -1.4552 -2.6074 2.4344
S -1.0854 -1.4460 1.2185
N -2.4825 -2.3479 3.2689
H -4.3116 -3.7836 5.6132
H -4.6940 -2.3860 4.5755
H -3.5606 -2.2109 5.9102
H -2.2798 -5.1406 5.1158
H -0.3846 -5.4853 3.5068
F -3.4443 -1.4327 -1.6368
C -3.8600 -2.3377 -2.4990
C -5.1805 -2.5896 -2.5729
F -5.9958 -1.9265 -1.7698
C -5.7497 -3.5630 -3.4847
C -4.7733 -4.2897 -4.2753
C -3.4554 -4.0357 -4.2080
F -2.6407 -4.7430 -4.9759
C -2.8891 -3.0136 -3.3410
C -1.5540 -2.7082 -3.3387
C -0.9870 -1.7197 -2.4742
N -0.5508 -0.9941 -1.7009
C -0.5800 -3.3456 -4.1786
N 0.2696 -3.7990 -4.8047
F -5.1974 -5.2329 -5.0997
C -7.0934 -3.7724 -3.5961
C -8.0771 -3.0389 -2.8526
N -8.9142 -2.4570 -2.3237
C -7.6758 -4.7370 -4.4852
N -8.2213 -5.4782 -5.1723
```

***

No. 5
The molecule C7H6N2O2, computed with ωB97M-V/def2-TZVPD.

net charge = 0
structure (SMILES) = C=C/C=C\C=C(/C#N)[N+](=O)[O-]
orbital gap = 8.924 eV
LUMO level = -1.2 eV
energy above the lowest of the compared OMol25 structures with the same formula, charge and spin = 146.58 kcal per mole

Geometry as XYZ:
```
17
C7H6N2O2 (ωB97M-V/def2-TZVPD)
C -0.7284 -0.6398 1.5611
C -1.7027 -0.0391 0.8901
C -1.9247 -0.0562 -0.5461
C -1.0043 0.3508 -1.4346
C 0.3044 0.7817 -1.0236
C 1.1815 0.0438 -0.3096
C 1.2765 -1.3681 -0.3640
N 1.4136 -2.4948 -0.5262
N 2.3669 0.6932 0.2260
O 2.4214 1.9014 0.1531
O 3.2066 -0.0201 0.7276
H -0.6220 -0.4877 2.6245
H -0.1335 -1.4278 1.1464
H -2.3933 0.6076 1.4218
H -2.9481 -0.2009 -0.8743
H -1.2786 0.5362 -2.4643
H 0.5648 1.8198 -1.2079
```

***

No. 6
A structure of composition C4H6MgO, computed with ωB97M-V/def2-TZVPD.

net charge = +1
spin multiplicity = 2
orbital gap (spin up / spin down) = 7.542 / 8.260 eV
LUMO level (spin up / spin down) = -4.1 / -4.9 eV
⟨S²⟩ = 0.750
energy above the lowest of the compared OMol25 structures with the same formula, charge and spin = 22.30 kcal per mole

Geometry as XYZ:
```
12
C4H6MgO (ωB97M-V/def2-TZVPD)
C -1.1488 0.2011 1.2859
C -0.0876 -0.6898 1.2045
C 0.7675 -0.7018 0.0108
C 0.2901 0.2197 -1.0428
O 1.0568 0.8295 -1.7846
Mg 0.9716 1.8826 -3.5125
H -0.8989 1.2538 1.4591
H -2.0082 -0.1289 1.8771
H -0.2133 -1.6635 1.6853
H 1.8387 -0.5786 0.2065
H 0.2254 -1.3710 -0.9489
H -0.7932 0.7468 -0.4404
```

***

No. 7
The molecule C6H9N5O, computed with ωB97M-V/def2-TZVPD.

net charge = 0
orbital gap = 9.210 eV
LUMO level = -0.1 eV
energy above the lowest of the compared OMol25 structures with the same formula, charge and spin = 105.74 kcal per mole

Geometry as XYZ:
```
21
C6H9N5O (ωB97M-V/def2-TZVPD)
C 0.3163 -0.7481 -0.0972
C -1.0726 -0.7746 0.2036
C -2.1792 -0.0598 -0.5437
C 0.8490 0.0464 -1.2406
C -1.3409 -1.7664 1.3417
C 3.1011 0.3627 -0.5150
N 0.7032 1.8280 1.4802
N -0.1343 1.9133 0.7283
N -2.0368 1.2729 -0.5285
N 2.0191 0.4649 -1.4568
N -0.9935 2.1102 -0.0718
O -3.1556 -0.5152 -1.0870
H 0.9049 -1.3882 0.5309
H 0.0423 0.2945 -1.8387
H -0.3318 -2.3447 1.4791
H -2.1103 -2.3615 1.0223
H -1.5877 -1.1427 2.2528
H 3.9869 0.6948 -0.9814
H 2.8153 1.0456 0.4197
H 3.1026 -0.7201 -0.2316
H -2.8981 1.7881 -0.8661
```

***

No. 8
The ion C3H8N3O with charge -1, computed with ωB97M-V/def2-TZVPD.

net charge = -1
structure (SMILES) = CC(C)[N-][N+]([NH-])=O
orbital gap = 7.290 eV
LUMO level = 4.2 eV
energy above the lowest of the compared OMol25 structures with the same formula, charge and spin = 5.08 kcal per mole

Geometry as XYZ:
```
15
C3H8N3O (ωB97M-V/def2-TZVPD)
C -0.8304 -1.1669 0.5864
C -0.4133 -0.1307 -0.3668
C -1.4591 1.0476 -0.5207
N 0.8812 0.6864 0.1610
N 1.9271 0.0221 -0.0377
N 3.0842 0.5528 0.2871
O 1.9571 -1.2028 -0.3996
H -1.0426 -0.7234 1.6110
H -1.5877 -1.9534 0.1178
H -0.0636 -1.9069 0.6574
H -0.1579 -0.5671 -1.2389
H -1.4221 1.7142 0.3661
H -2.5138 0.5935 -0.4503
H -1.1566 1.5341 -1.4378
H 2.7976 1.5004 0.6651
```